Molecular formula: C8H16NS2
Method: DFT, wB97M-V/def2-TZVPD

XYZ file:
```
27
Properties=species:S:1:pos:R:3:forces:R:3:nbo_charge:R:1
C 2.87730 1.03731 0.76485 -0.4100 -1.1866 0.5816 -0.3376
C 1.54800 1.25208 0.78551 3.7050 1.8466 0.1149 -0.2385
C -2.22074 -0.50323 0.61079 0.3039 1.1071 1.2200 -0.2759
C 0.01341 -2.63632 0.19560 -0.7635 -1.9075 -2.4823 -0.6615
C -0.89917 2.16189 -0.78113 0.5752 1.3185 1.4202 -0.6480
C 0.60342 0.18521 1.06783 -1.3959 2.1335 1.0378 -0.3031
C 0.41989 -1.44228 -0.62503 -1.2254 1.1110 -2.2621 -0.2298
C -0.23357 0.84914 -1.17179 0.6398 -0.5876 -2.6977 -0.2524
N -0.07388 -0.13593 -0.11190 -2.8636 -2.6402 -0.8197 -0.2682
S -2.35276 0.14246 2.07602 -0.0235 -1.5699 -2.9348 0.3665
S -2.97773 -1.22188 -0.77663 0.1891 0.9560 1.6409 0.2402
H 3.58169 1.78384 0.52746 0.3296 1.2502 -0.3603 0.2099
H 3.45868 0.13023 1.02575 -1.1030 0.0653 -0.0888 0.2016
H 1.32296 2.30607 0.52770 -0.4156 -1.1031 0.4366 0.2250
H -1.02707 -2.96568 -0.01435 0.1296 1.0073 0.5707 0.2260
H 0.41746 -3.53922 -0.34843 0.6811 0.7917 1.2017 0.2614
H 0.18321 -2.58655 1.25298 0.3962 -0.1836 0.3467 0.2341
H -0.09344 2.84724 -0.32995 -1.4356 -1.1279 -0.3682 0.2258
H -1.28705 2.85848 -1.54005 -0.1294 -1.0818 -0.2890 0.2642
H -1.67337 1.98702 -0.00056 0.4244 0.3594 -0.6555 0.2138
H -0.25236 0.52854 1.72727 1.1312 -0.1448 0.4354 0.2159
H 1.16089 -0.62642 1.47752 -0.1354 -0.7719 0.3976 0.2405
H 0.07805 -1.44634 -1.72631 0.1944 -0.7477 1.7258 0.2166
H 1.46947 -1.25314 -0.74774 0.9525 -0.4987 0.2855 0.2208
H 0.79993 1.08712 -1.48071 -0.2092 -0.0006 -0.1249 0.2322
H -0.60506 0.22090 -2.10560 -0.0054 1.7693 1.9459 0.2283
H -4.23815 -1.02054 -0.27911 0.4636 -0.1642 -0.2781 0.1924
```
Forces are in eV/Å.

Output
Kohn-Sham gap (alpha / beta): 8.2 / 8.2 eV
DFT total energy: -31705.1753 eV
total charge: +1
energy above the lowest of the compared OMol25 structures with the same formula, charge and spin: 44.7 kcal/mol



Molecular formula: C14H25F6I2NO6Si2
Method: DFT, wB97M-V/def2-TZVPD

XYZ file:
```
56
Properties=species:S:1:pos:R:3:forces:R:3:nbo_charge:R:1
C 0.74396 0.66199 3.23527 -0.0744 -0.0408 -0.0548 -0.7064
C 1.08322 -0.29577 2.11309 0.2791 0.0025 0.2474 0.4309
C 1.56067 0.35485 0.83882 -0.0769 -0.2377 -0.0888 -0.6901
N 1.02878 -1.55688 2.20411 -0.2803 0.1424 -0.4568 -0.9216
Si -0.02298 -2.58130 3.07216 0.0561 -0.0578 0.2636 1.5986
O -1.18656 -3.09204 2.01572 -0.1100 0.0820 0.1068 -1.2501
Si -2.38246 -2.17327 1.38625 -0.0459 0.0545 -0.2621 1.9519
O -2.90563 -2.73492 -0.06476 0.1257 0.1112 0.0099 -1.0885
C -3.85016 -2.09897 2.56869 0.2237 0.2614 -0.0266 -0.8663
I -4.96585 -3.88626 2.23522 -0.0460 -0.1247 0.0267 0.1455
C -4.62486 -0.78803 2.45141 0.1440 -0.0697 -0.0231 -0.3157
C -3.80045 0.37295 3.00731 -0.0296 0.0443 0.0086 -0.6454
I -6.50144 -0.80033 3.51936 -0.0586 -0.0015 0.0138 0.0619
H 1.38456 1.54356 3.19076 -0.0090 -0.0034 0.0139 0.2245
H 0.84530 0.18526 4.20670 -0.0309 0.0012 0.0048 0.2315
H -0.28947 1.00440 3.12314 0.0111 0.0210 -0.0259 0.2364
H 2.64176 0.50014 0.88599 -0.0213 0.0931 0.0575 0.2373
H 1.34958 -0.30622 0.00108 0.0402 -0.0092 -0.0274 0.2364
H 1.07530 1.31843 0.67449 0.0771 0.0324 0.0663 0.2163
H 0.66331 -3.76860 3.59422 0.0624 0.0408 -0.0009 -0.2025
H -0.74613 -1.84534 4.15049 0.0175 -0.1016 0.0392 -0.2605
H -1.84903 -0.80937 1.16574 0.0799 -0.0498 0.0812 -0.2708
H -2.35629 -2.47747 -0.81308 -0.0905 -0.0661 0.0008 0.5053
H -3.45325 -2.17856 3.58233 -0.1119 -0.1395 0.0341 0.2485
H -4.89375 -0.59983 1.41266 -0.1783 -0.0123 0.0541 0.2230
H -4.41837 1.25498 3.16150 0.0154 0.0109 -0.0838 0.2328
H -3.36463 0.10385 3.97153 -0.0092 -0.0040 0.0019 0.2133
H -2.99682 0.63478 2.31866 0.0376 -0.0269 0.0164 0.2199
C -3.80134 -0.35422 -5.74602 0.0618 0.0184 0.0261 -0.6396
C -4.47817 -0.54713 -4.40995 -0.0946 -0.0314 -0.0194 -0.0772
O -3.54866 -0.31722 -3.31699 -0.0046 0.0369 -0.0014 -0.4796
C -3.35050 0.94366 -2.97756 0.0372 0.0501 0.0648 0.6946
O -3.83644 1.92424 -3.45808 0.0309 -0.0825 -0.0038 -0.5386
C -2.38884 1.00333 -1.76559 0.0176 -0.0855 -0.0200 0.8985
F -1.33668 0.18543 -1.92722 -0.0554 0.0658 0.0087 -0.3157
F -3.04224 0.61051 -0.66036 -0.0110 0.1070 -0.0368 -0.3142
F -1.93562 2.23626 -1.57474 -0.0402 -0.0807 -0.0005 -0.2979
H -2.92945 -1.00257 -5.83117 -0.0179 -0.0169 -0.0139 0.2172
H -4.49951 -0.60657 -6.54425 0.0040 0.0003 -0.0017 0.2260
H -3.48675 0.67983 -5.87885 -0.0225 0.0031 -0.0044 0.2254
H -4.80670 -1.57282 -4.26394 0.0333 -0.0041 0.0122 0.2021
H -5.32943 0.12029 -4.28459 0.0328 0.0287 0.0089 0.2024
C 4.65994 2.29705 -0.19456 0.1134 0.0375 0.0621 -0.6401
C 5.34698 1.90119 -1.48062 -0.1062 -0.0043 -0.0741 -0.0781
O 6.78498 1.85505 -1.31116 0.0019 -0.0440 0.0038 -0.4777
C 7.26513 0.75235 -0.75958 0.0573 -0.0350 0.0229 0.6941
O 6.65172 -0.20394 -0.38701 0.0145 0.0743 -0.0189 -0.5425
C 8.80997 0.83226 -0.68569 -0.0356 -0.0035 -0.0098 0.8982
F 9.21992 2.02434 -0.24067 -0.0165 -0.0365 -0.0061 -0.3082
F 9.32742 0.64203 -1.90846 -0.0138 0.0145 0.0392 -0.3110
F 9.28489 -0.10700 0.12343 -0.0108 0.0246 -0.0301 -0.2984
H 5.04579 3.24911 0.17019 -0.0263 0.0198 -0.0365 0.2193
H 3.58920 2.39940 -0.37019 -0.0005 0.0078 -0.0013 0.2221
H 4.81791 1.54383 0.57645 -0.0239 -0.0205 -0.0198 0.2228
H 5.19309 2.63883 -2.26421 0.0396 0.0228 0.0200 0.1989
H 5.00511 0.93041 -1.83743 0.0386 -0.0194 0.0330 0.2013
```
Forces are in eV/Å.

Output
Kohn-Sham gap: 9.1 eV
DFT total energy: -76965.0918 eV
energy above the lowest of the compared OMol25 structures with the same formula, charge and spin: 0.0 kcal/mol



Molecular formula: C8H4Si
Method: DFT, wB97M-V/def2-TZVPD

XYZ file:
```
13
Properties=species:S:1:pos:R:3:forces:R:3:nbo_charge:R:1
C -0.80377 -2.93612 -1.56082 -0.4305 -2.7781 -2.5094 -0.0553
C 1.85565 -0.14043 2.16994 0.3843 0.5299 0.1525 -0.1026
C -2.34745 1.05630 1.88827 0.2320 -1.2225 -0.3753 -0.0801
C 1.54775 2.18950 -2.57744 1.6881 1.9271 -1.1298 -0.4970
C -0.48106 -2.18186 -0.69443 -0.5878 2.6942 1.5349 -0.5833
C 1.21171 -0.58636 1.26081 -2.0817 0.0854 -1.1408 -0.5308
C -1.62256 0.33223 1.25078 0.7419 -0.6893 -1.1761 -0.5405
C 0.55398 1.80353 -2.03046 -2.2441 -2.4780 2.2151 -0.1778
Si -0.36345 -0.59261 0.24309 1.9604 0.5134 0.3408 1.5977
H -0.99348 -3.72816 -2.34862 0.3010 1.5780 1.5239 0.2642
H 2.40860 0.40992 2.89079 0.2474 -0.2601 0.2174 0.2408
H -3.11639 1.39965 2.51506 -0.3237 0.7411 0.3579 0.2398
H 2.15046 2.97440 -3.00696 0.1126 -0.6410 -0.0110 0.2248
```
Forces are in eV/Å.

Output
Kohn-Sham gap (alpha / beta): 7.2 / 6.0 eV
DFT total energy: -16226.3410 eV
energy above the lowest of the compared OMol25 structures with the same formula, charge and spin: 102.8 kcal/mol